# 1
The molecule C5H9NO, computed with ωB97M-V/def2-TZVPD.

```
! wB97M-V def2-TZVPD RIJCOSX def2/J DEFGRID3
* xyz 0 1
C -1.345 -1.173 1.046
O -1.151 -0.306 -0.053
C 0.174 0.119 -0.294
C 0.140 0.836 -1.647
C 0.713 1.006 0.837
C 1.069 -1.056 -0.500
N 1.757 -1.953 -0.755
H -0.715 -2.068 0.958
H -1.146 -0.681 2.007
H -2.395 -1.469 1.011
H -0.705 1.526 -1.674
H 0.013 0.109 -2.454
H 1.070 1.386 -1.813
H 1.698 1.405 0.580
H 0.811 0.451 1.776
H 0.024 1.842 0.997
*
```

HOMO = -10.654 eV
Orbital gap = 11.51 eV
Energy relative to the best compared isomer or geometry (same formula, charge and spin) = 33.3 kcal per mole

# 2
A structure of composition C5H9NO, computed with ωB97M-V/def2-TZVPD.

```
! wB97M-V def2-TZVPD RIJCOSX def2/J DEFGRID3
* xyz 0 1
C -1.188 1.367 -1.394
C 0.327 -0.521 -1.040
C 0.562 0.001 0.252
O -0.527 1.222 0.339
C 0.208 -0.869 1.463
C 1.174 -1.970 1.613
N 1.942 -2.825 1.730
H -0.462 1.586 -2.174
H -1.876 0.571 -1.668
H -1.714 2.258 -1.046
H 1.059 -0.347 -1.823
H -0.241 -1.446 -1.131
H 1.506 0.536 0.402
H -0.163 2.034 0.758
H -0.790 -1.292 1.316
H 0.185 -0.304 2.401
*
```

HOMO (alpha / beta) = -7.393 / -7.393 eV
Orbital gap (alpha / beta) = 7.78 / 7.78 eV
Energy relative to the best compared isomer or geometry (same formula, charge and spin) = 136.7 kcal per mole

# 3
A structure of composition C5H9NO, computed with ωB97M-V/def2-TZVPD.

```
! wB97M-V def2-TZVPD RIJCOSX def2/J DEFGRID3
* xyz 0 1
C 1.155 0.758 0.317
C 0.768 -0.672 0.569
C -0.323 -0.958 -0.469
O -1.012 -2.160 -0.242
C -1.315 0.191 -0.369
C -0.450 1.382 -0.148
N -0.553 2.641 -0.147
H 0.411 2.373 0.242
H 1.679 1.217 1.194
H 1.860 0.871 -0.528
H 0.323 -0.765 1.567
H 1.594 -1.384 0.496
H 0.140 -0.941 -1.472
H -0.369 -2.877 -0.283
H -1.946 0.026 0.514
H -1.962 0.296 -1.241
*
```

HOMO = -9.398 eV
Orbital gap = 10.17 eV
Energy relative to the best compared isomer or geometry (same formula, charge and spin) = 79.1 kcal per mole

# 4
A cluster of 2 separate species, C5H9NO in total, computed with ωB97M-V/def2-TZVPD.

```
! wB97M-V def2-TZVPD RIJCOSX def2/J DEFGRID3
* xyz 0 1
C -1.026 0.023 1.102
C -0.719 0.500 -0.262
C -1.584 1.542 -0.861
C 0.086 -0.193 -1.058
O 0.426 -0.483 -2.151
H -2.058 -0.360 1.119
H -0.957 0.838 1.829
H -0.372 -0.775 1.452
H -1.614 2.422 -0.206
H -2.613 1.167 -0.963
H -1.251 1.855 -1.856
C 2.585 -0.937 0.332
N 1.441 -1.567 0.280
H 2.586 -0.145 -0.397
H 3.369 -1.406 0.942
H 1.700 -2.483 0.698
*
```

HOMO = -7.676 eV
Orbital gap = 8.45 eV
Energy relative to the best compared isomer or geometry (same formula, charge and spin) = 81.3 kcal per mole

# 5
A cluster of 2 separate species, C5H9NO in total, computed with ωB97M-V/def2-TZVPD.

```
! wB97M-V def2-TZVPD RIJCOSX def2/J DEFGRID3
* xyz 0 1
O -1.720 2.366 -0.632
C -0.921 1.317 -0.978
C -1.040 0.033 -0.524
C -1.843 -1.156 -0.118
C -0.519 -1.324 -0.695
H -2.519 1.990 -0.063
H -0.027 1.643 -1.578
H -2.844 -1.326 -0.661
H -1.959 -1.253 0.993
H 0.247 -1.674 -0.094
H -0.317 -1.708 -1.724
C 3.056 0.180 1.145
N 1.964 -0.119 1.649
H 3.368 0.873 0.334
H 3.938 -0.418 1.501
H 1.136 0.576 1.444
*
```

HOMO = -8.516 eV
Orbital gap = 9.27 eV
Energy relative to the best compared isomer or geometry (same formula, charge and spin) = 106.2 kcal per mole

# 6
The molecule C5H9NO, computed with ωB97M-V/def2-TZVPD.

```
! wB97M-V def2-TZVPD RIJCOSX def2/J DEFGRID3
* xyz 0 1
O 1.893 -1.850 0.610
C 1.369 -0.618 0.193
C 0.299 0.067 1.085
C -0.519 0.318 -0.182
C -1.182 1.573 -0.582
N -1.963 0.363 -0.304
C 0.382 -0.599 -1.002
H 1.153 -2.461 0.720
H 2.235 0.028 0.029
H 0.617 0.937 1.669
H -0.180 -0.657 1.758
H -1.181 1.883 -1.625
H -1.208 2.391 0.137
H -2.392 0.422 0.616
H -0.084 -1.578 -1.168
H 0.761 -0.220 -1.955
*
```

HOMO = -9.526 eV
Orbital gap = 10.49 eV
Energy relative to the best compared isomer or geometry (same formula, charge and spin) = 60.0 kcal per mole

# 7
A cluster of 2 separate species, C5H9NO in total, computed with ωB97M-V/def2-TZVPD.

```
! wB97M-V def2-TZVPD RIJCOSX def2/J DEFGRID3
* xyz 0 1
C -1.184 0.705 -0.773
C -0.168 0.461 -1.604
C 1.235 0.130 -1.161
C -0.398 0.516 -3.030
N -0.561 0.562 -4.177
H -2.178 0.933 -1.149
H -1.024 0.686 0.303
H 1.953 0.844 -1.581
H 1.295 0.159 -0.070
H 1.526 -0.866 -1.513
C -0.202 -1.219 2.323
O 0.216 0.108 2.058
H 0.602 -1.825 2.762
H -0.481 -1.657 1.361
H -1.077 -1.252 2.985
H 0.449 0.532 2.892
*
```

HOMO = -9.909 eV
Orbital gap = 10.38 eV
Energy relative to the best compared isomer or geometry (same formula, charge and spin) = 47.1 kcal per mole

# 8
The molecule C5H9NO, computed with ωB97M-V/def2-TZVPD.

```
! wB97M-V def2-TZVPD RIJCOSX def2/J DEFGRID3
* xyz 0 1
C 0.588 2.874 0.579
N 0.774 1.524 0.120
C 0.568 0.534 0.879
C 0.617 -0.778 0.180
O 0.408 -2.025 0.820
C -0.631 -1.518 -0.013
C -0.944 -2.136 -1.348
H -0.289 3.285 0.066
H 1.450 3.467 0.260
H 0.447 2.981 1.665
H 0.271 0.589 1.940
H 1.348 -0.795 -0.627
H -1.497 -1.192 0.567
H -1.328 -3.155 -1.262
H -1.714 -1.519 -1.826
H -0.067 -2.137 -2.001
*
```

HOMO = -9.789 eV
Orbital gap = 10.93 eV
Energy relative to the best compared isomer or geometry (same formula, charge and spin) = 59.3 kcal per mole

# 9
The molecule C5H9NO, computed with ωB97M-V/def2-TZVPD.

```
! wB97M-V def2-TZVPD RIJCOSX def2/J DEFGRID3
* xyz 0 3
C 0.248 1.329 -0.718
C -0.607 0.311 0.007
C 0.832 0.682 -1.942
C -0.155 -1.137 0.144
C -0.215 -1.803 1.529
N 0.875 -1.513 -0.707
O -0.381 -1.912 -1.004
H -0.468 2.106 -1.006
H 1.208 1.703 -0.216
H -1.051 0.649 1.025
H -1.570 0.369 -0.519
H 0.206 0.122 -2.694
H 1.741 1.114 -2.228
H 0.646 -1.576 2.075
H -0.425 -2.862 1.404
H -1.249 -1.424 2.051
*
```

HOMO (alpha / beta) = -7.293 / -10.839 eV
Orbital gap (alpha / beta) = 8.30 / 10.58 eV
Energy relative to the best compared isomer or geometry (same formula, charge and spin) = 37.3 kcal per mole
<S²> = 2.01

# 10
A structure of composition C5H9NO, computed with ωB97M-V/def2-TZVPD.

```
! wB97M-V def2-TZVPD RIJCOSX def2/J DEFGRID3
* xyz 0 3
C -0.466 -0.034 0.779
C 0.644 1.594 0.761
C 0.878 0.125 0.735
C 2.018 -0.814 0.999
C -2.068 -1.083 -2.339
N -0.805 1.312 0.865
O -1.248 -1.345 -1.490
H -1.167 -0.834 0.514
H 1.108 2.236 1.544
H 0.808 2.115 -0.198
H 2.418 -0.768 2.015
H 2.796 -0.690 0.171
H 1.446 -1.772 0.832
H -2.776 -1.839 -2.702
H -2.174 0.014 -2.724
H -1.413 1.783 0.238
*
```

HOMO (alpha / beta) = -6.798 / -7.803 eV
Orbital gap (alpha / beta) = 7.76 / 5.25 eV
Energy relative to the best compared isomer or geometry (same formula, charge and spin) = 47.8 kcal per mole
<S²> = 2.01

# 11
A structure of composition C5H9NO2, computed with ωB97M-V/def2-TZVPD.

```
! wB97M-V def2-TZVPD RIJCOSX def2/J DEFGRID3
* xyz 0 1
C 0.308 -0.388 1.260
C 0.146 0.666 0.288
N -0.475 -1.455 1.358
C -0.851 0.574 -0.801
C 0.292 1.882 0.958
C -1.137 -0.494 -1.547
O 1.789 0.121 -0.367
O 1.793 -0.925 -1.379
H 1.719 -0.407 -2.194
H 0.990 -0.206 2.081
H -0.369 -2.100 2.124
H -1.130 -1.666 0.617
H -1.393 1.495 -0.983
H -0.189 2.776 0.592
H 0.980 1.985 1.784
H -0.593 -1.424 -1.460
H -1.880 -0.435 -2.332
*
```

HOMO = -6.990 eV
Orbital gap = 7.54 eV
Energy relative to the best compared isomer or geometry (same formula, charge and spin) = 163.6 kcal per mole

# 12
The molecule C5H9NO2, computed with ωB97M-V/def2-TZVPD.

```
! wB97M-V def2-TZVPD RIJCOSX def2/J DEFGRID3
* xyz 0 1
O -2.552 1.238 -0.247
C -2.034 0.071 -0.145
O -2.579 -1.156 -0.325
C -0.501 -0.073 0.407
C 0.203 1.220 0.087
C 1.584 0.631 -0.444
C 1.562 -0.751 -0.044
N 0.193 -1.074 -0.316
H -3.015 -1.435 0.519
H -0.838 0.082 1.489
H 0.529 1.761 0.647
H -0.494 1.976 -0.419
H 1.368 0.735 -1.740
H 2.547 1.149 0.021
H 1.917 -0.979 1.147
H 2.247 -1.458 -0.734
H -0.139 -1.937 0.098
*
```

HOMO = -9.336 eV
Orbital gap = 9.70 eV
Energy relative to the best compared isomer or geometry (same formula, charge and spin) = 135.3 kcal per mole

# 13
The molecule C5H9NO2, computed with ωB97M-V/def2-TZVPD.

```
! wB97M-V def2-TZVPD RIJCOSX def2/J DEFGRID3
* xyz 0 1
O -0.821 -2.109 1.172
C 0.114 -1.387 1.326
O 1.312 -1.735 1.807
C 0.247 0.098 0.801
C -1.134 0.615 0.242
C -0.773 1.074 -1.212
C 0.509 0.234 -1.461
N 1.243 0.129 -0.240
H 1.132 -2.592 2.232
H 0.546 0.741 1.719
H -1.821 -0.269 0.245
H -1.584 1.473 0.770
H -1.570 0.822 -1.975
H -0.495 2.114 -1.252
H 1.152 0.622 -2.300
H 0.130 -0.738 -1.853
H 1.815 0.907 -0.022
*
```

HOMO = -9.131 eV
Orbital gap = 9.95 eV
Energy relative to the best compared isomer or geometry (same formula, charge and spin) = 16.7 kcal per mole

# 14
A structure of composition C5H9NO2, computed with ωB97M-V/def2-TZVPD.

```
! wB97M-V def2-TZVPD RIJCOSX def2/J DEFGRID3
* xyz 0 1
C 1.279 -0.712 -0.084
N 0.965 -0.860 1.354
C 0.301 0.148 -0.856
C 0.510 0.860 -1.931
H 0.264 -1.574 1.515
H 1.793 -1.123 1.875
H 2.258 -0.238 -0.161
H 1.338 -1.680 -0.591
H -0.273 1.267 -2.557
C -1.547 -0.394 -0.269
C -0.548 1.495 0.068
O -0.038 1.548 1.283
O -1.253 2.318 -0.426
H 0.383 0.662 1.533
H -2.179 0.003 -1.053
H -1.946 -0.277 0.736
H -1.309 -1.443 -0.436
*
```

HOMO (alpha / beta) = -7.761 / -7.760 eV
Orbital gap (alpha / beta) = 7.87 / 7.87 eV
Energy relative to the best compared isomer or geometry (same formula, charge and spin) = 142.0 kcal per mole

# 15
The molecule C5H9NO2, computed with ωB97M-V/def2-TZVPD.

```
! wB97M-V def2-TZVPD RIJCOSX def2/J DEFGRID3
* xyz 0 1
C 0.953 -2.377 -1.196
C 1.150 -1.074 -1.350
C 0.241 -0.016 -0.748
C 0.351 -0.001 0.768
N -0.113 1.203 1.452
C -1.277 1.828 1.186
O -1.535 2.967 1.504
O -2.189 1.015 0.592
H 1.556 -3.114 -1.710
H 0.121 -2.729 -0.593
H 2.051 -0.710 -1.839
H 0.543 0.939 -1.181
H -0.762 -0.156 -1.126
H 1.347 -0.253 1.135
H -0.236 -0.842 1.131
H 0.545 1.765 1.968
H -2.746 1.556 0.006
*
```

HOMO = -9.657 eV
Orbital gap = 10.40 eV
Energy relative to the best compared isomer or geometry (same formula, charge and spin) = 16.1 kcal per mole